# C10H16P

An isolated ion of composition C10H16P and charge +1 at a distorted geometry (ωB97M-V/def2-TZVPD, OMol25).

## Properties
DFT total energy (Eh): -731.60788
HOMO-LUMO gap (eV): 7.5064
Energy above the lowest of the compared OMol25 structures with the same formula, charge and spin (eV): 2.937
LUMO level (eV): -5.44

ORCA input file:
```
! RIJCOSX wB97M-V def2-TZVPD def2/J DEFGRID3
* xyz 1 1
C 0.9784 0.5267 -1.7311
C 1.8968 1.2613 -1.1867
C 0.2320 -1.0968 2.2862
C -0.4572 -0.1125 2.9723
C 0.2400 -0.9832 0.9240
C -0.5974 -0.0224 0.2767
C 1.3849 -0.1946 -3.0304
C 1.0319 -1.9401 0.0895
C -0.4835 0.4623 -1.1477
C -2.6931 1.5452 1.8024
P -0.9860 1.1411 1.8246
H 0.7378 -1.9868 2.7148
H -0.9879 -0.0794 3.9793
H 1.8369 1.9494 -0.3200
H -1.7043 -0.4298 0.3225
H 1.0871 0.5486 -3.7160
H 2.4002 -0.4456 -2.9385
H 0.7887 -1.1615 -3.0876
H 1.0591 -2.9724 0.3961
H 2.0482 -1.7088 -0.0965
H 0.4988 -1.8389 -0.9048
H -0.9091 1.4760 -1.1475
H -1.2626 -0.1427 -1.7158
H 2.9731 1.4180 -1.6426
H -3.1573 2.2925 2.4696
H -3.1323 0.4833 1.7655
H -2.8235 2.0114 0.8415
*
```

=====

# C10H17Cl4Mg2O6

C10H17Cl4Mg2O6 as an isolated structure at a distorted geometry (ωB97M-V/def2-TZVPD, OMol25).

## Properties
DFT total energy (Eh): -3083.63896
HOMO-LUMO gap (eV): 6.8173
Energy above the lowest of the compared OMol25 structures with the same formula, charge and spin (eV): 2.373
LUMO level (eV): -5.71

ORCA input file:
```
! RIJCOSX wB97M-V def2-TZVPD def2/J DEFGRID3
* xyz 1 1
Mg 2.8151 0.1827 -1.6920
Mg 0.8938 2.8013 -0.5113
C 4.7247 2.1850 1.2610
C 3.8542 1.4399 0.2350
O 4.2144 0.4054 -0.3406
O 2.7559 1.8531 -0.2110
H 4.7848 3.2442 1.0108
H 5.6795 1.7111 1.4887
H 4.3174 2.2532 2.2698
C -0.4248 6.0735 1.0975
C 0.1653 4.7680 0.4834
O -0.5673 3.8229 0.1979
O 1.3856 4.5626 0.2894
H -0.7129 6.7076 0.2590
H 0.2215 6.6855 1.7267
H -1.3173 5.7700 1.6446
C -1.0823 -1.1630 -0.3441
C 0.1163 -0.2271 -0.5691
O 1.1172 -0.6062 -1.1973
O 0.1240 0.9696 -0.2350
H -1.6685 -0.7454 0.4745
H -0.9694 -2.2033 -0.0388
H -1.6844 -1.2954 -1.2430
Cl -7.2476 -2.7188 0.2422
C -5.8634 -1.5556 -0.1054
C -5.0294 -1.2142 1.1501
Cl -4.0088 -2.6285 1.5884
H -6.3186 -0.6321 -0.4631
H -5.2309 -1.9013 -0.9230
H -5.5868 -0.9637 2.0527
H -4.3432 -0.4090 0.8880
Cl 0.7257 -4.0796 -3.0223
C 1.2139 -4.2126 -1.3363
C 2.5204 -5.0059 -1.2665
Cl 2.7606 -5.4756 0.4228
H 0.3949 -4.6906 -0.7988
H 1.4575 -3.2035 -1.0039
H 3.4138 -4.5491 -1.6923
H 2.3992 -5.9552 -1.7882
*
```

=====

# C10H17F2N4O2S

A 2-piece molecular cluster, C10H17F2N4O2S overall at a distorted geometry (ωB97M-V/def2-TZVPD, OMol25).

## Properties
DFT total energy (Eh): -1358.26683
HOMO-LUMO gap (eV): 7.0879
Energy above the lowest of the compared OMol25 structures with the same formula, charge and spin (eV): 4.774
LUMO level (eV): -4.55

ORCA input file:
```
! RIJCOSX wB97M-V def2-TZVPD def2/J DEFGRID3
* xyz 1 1
N 3.4956 -0.0847 2.6731
C 4.0471 0.1578 1.3275
C 3.2544 1.2180 0.5176
C 1.7292 0.9711 0.4476
N 1.1142 1.3748 1.7589
C -0.1914 1.0857 1.8601
N -1.1376 2.1167 1.8903
N -0.6092 -0.1659 1.9616
F 0.3299 -1.1372 1.9782
S -2.2441 -0.7049 2.1032
O -2.5758 -0.9072 3.4487
O -3.1610 0.0625 1.3726
F -2.2411 -2.1190 1.4333
H 3.8602 0.5915 3.3385
H 3.7688 -1.0043 3.0076
H 4.0638 -0.7855 0.7598
H 5.0650 0.5740 1.4655
H 3.4254 2.2122 0.9747
H 3.6855 1.2547 -0.4974
H 1.3304 1.6619 -0.3204
H 1.4986 -0.0668 0.1701
H 1.2721 2.3579 1.9602
H -1.2207 2.4202 2.8705
H -0.7033 2.9123 1.4212
C -1.8232 -1.8387 -4.2682
C -2.7933 -0.8581 -4.4282
C -3.2945 -0.1889 -3.3203
C -2.8194 -0.4946 -2.0516
C -1.8483 -1.4714 -1.8928
C -1.3514 -2.1470 -3.0002
H -1.4346 -2.3625 -5.1323
H -3.1593 -0.6157 -5.4179
H -4.0550 0.5716 -3.4449
H -3.2068 0.0317 -1.1880
H -1.4739 -1.7088 -0.9037
H -0.5961 -2.9131 -2.8747
*
```

=====

# C10H17MnNO

C10H17MnNO as an isolated structure at a distorted geometry (ωB97M-V/def2-TZVPD, OMol25).

## Properties
DFT total energy (Eh): -1672.05410
HOMO-LUMO gap (spin up / spin down) (eV): 5.8491 / 5.6549
Energy above the lowest of the compared OMol25 structures with the same formula, charge and spin (eV): 1.482
LUMO level (spin up / spin down) (eV): 3.38 / 3.27

ORCA input file:
```
! RIJCOSX wB97M-V def2-TZVPD def2/J DEFGRID3
* xyz -1 5
C -0.8609 0.3397 -2.4403
C 0.5495 0.4632 -2.3999
C 0.8862 1.1933 -1.1674
C -0.2588 1.8702 -0.7568
C -1.4682 1.3761 -1.5158
Mn 0.0184 -0.8928 -0.8249
N -2.4904 1.0760 -0.5456
C 0.8905 -2.5280 -1.3916
C 1.9763 -1.5671 -1.1295
H 1.8931 1.3202 -0.7484
H 1.2725 0.0596 -3.0939
H -0.2840 2.6996 -0.0458
H -2.1215 2.0679 -2.0971
H -1.4676 -0.1465 -3.1975
H 2.5743 -1.2034 -1.9707
H 0.7352 -3.4014 -0.7292
H -3.4040 0.9398 -0.9934
H 2.4498 -1.5052 -0.1454
H 0.6945 -2.7882 -2.4509
C -1.4261 -0.1840 2.5433
C -0.0647 0.1409 1.9471
C 1.0567 0.2738 2.9619
O 0.2754 -0.8550 1.0477
H -1.4686 -1.2537 2.7931
H -2.2090 0.0644 1.8070
H -1.6163 0.3845 3.4657
H -0.1617 1.1229 1.4488
H 1.3535 -0.7059 3.3408
H 1.9320 0.7287 2.4975
H 0.7440 0.9105 3.7913
*
```

=====

# C10H17N

A 2-piece molecular cluster, C10H17N overall at a distorted geometry (ωB97M-V/def2-TZVPD, OMol25).

## Properties
SMILES: CC(C)(C)C.c1ccncc1
DFT total energy (Eh): -445.83212
HOMO-LUMO gap (eV): 10.3347
Energy above the lowest of the compared OMol25 structures with the same formula, charge and spin (eV): 5.310
LUMO level (eV): 0.68

ORCA input file:
```
! RIJCOSX wB97M-V def2-TZVPD def2/J DEFGRID3
* xyz 0 1
C -1.5015 -2.2234 1.4216
C -1.1021 -0.7313 1.6691
C -2.0833 -0.2585 2.9123
C -1.1291 0.2019 0.5031
C 0.3111 -0.9243 2.1631
H -1.5020 -2.5684 2.4159
H -2.5398 -2.1740 0.9693
H -0.8278 -3.0005 0.7672
H -1.7322 0.7930 3.1723
H -3.0544 0.0458 2.2819
H -2.4748 -0.9570 3.6905
H -0.9489 1.1655 0.7526
H -2.1042 0.1944 -0.1691
H -0.2707 0.0739 -0.1688
H 0.7758 -1.4478 1.3858
H 1.2024 -0.0504 2.2111
H 0.2446 -1.4747 3.0767
C 2.5397 0.9648 -3.3952
C 2.5256 2.3201 -2.8021
C 1.6107 2.4395 -1.7817
N 0.7464 1.3885 -1.3849
C 0.5721 0.2933 -2.0988
C 1.5486 0.0205 -3.1281
H 3.0932 0.5212 -4.3256
H 3.0439 3.1353 -3.4068
H 1.6822 3.3832 -1.2259
H -0.1807 -0.3133 -1.8380
H 1.5552 -0.8173 -3.6674
*
```

=====

# C10H17N

A 2-piece molecular cluster, C10H17N overall at a distorted geometry (ωB97M-V/def2-TZVPD, OMol25).

## Properties
SMILES: CC#CC(C)C.C#CCCN
DFT total energy (Eh): -445.82496
HOMO-LUMO gap (eV): 10.2563
Energy above the lowest of the compared OMol25 structures with the same formula, charge and spin (eV): 5.504
LUMO level (eV): 0.78

ORCA input file:
```
! RIJCOSX wB97M-V def2-TZVPD def2/J DEFGRID3
* xyz 0 1
C 5.7916 1.1961 -0.4339
C 4.4024 0.7091 -0.1160
C 3.3788 0.1269 0.1317
C 2.2008 -0.6711 0.3682
C 1.3230 -0.2190 1.5521
C 1.3022 -0.8319 -0.8952
H 6.4819 0.3799 -0.4882
H 5.8558 1.6982 -1.4000
H 6.2053 1.9483 0.2822
H 2.5702 -1.7194 0.5731
H 0.7310 0.6888 1.4253
H 1.9348 -0.0241 2.4382
H 0.5686 -1.0234 1.7629
H 1.8097 -1.1305 -1.8009
H 0.4757 -1.5184 -0.6320
H 0.8854 0.1166 -1.1788
C -5.5302 1.6958 0.5495
C -4.9165 1.0073 -0.2675
C -4.0779 0.1490 -1.1366
C -3.3609 -0.9331 -0.3472
N -2.8691 -0.4385 0.9577
H -5.9073 2.4786 1.0987
H -3.2905 0.7707 -1.6032
H -4.7245 -0.2633 -1.8532
H -4.1000 -1.7450 -0.0796
H -2.5816 -1.4201 -0.9106
H -2.4399 -1.2454 1.3273
H -2.1190 0.2180 0.6761
*
```

=====

# C10H17N4

An isolated ion of composition C10H17N4 and charge +1 at a distorted geometry (ωB97M-V/def2-TZVPD, OMol25).

## Properties
SMILES: CN1CC2=NC=CN3CC[C@]1([NH3+])[C@@]23C
DFT total energy (Eh): -609.90960
HOMO-LUMO gap (eV): 7.7624
Energy above the lowest of the compared OMol25 structures with the same formula, charge and spin (eV): 1.749
LUMO level (eV): -3.12

ORCA input file:
```
! RIJCOSX wB97M-V def2-TZVPD def2/J DEFGRID3
* xyz 1 1
C 1.3306 0.5227 2.5299
N 0.5103 -0.1503 1.5671
C -0.8806 -0.5845 1.9170
C -1.6217 -0.2236 0.6991
N -2.6489 0.4511 0.5376
C -2.9500 1.0998 -0.6056
C -1.8790 1.2332 -1.5026
N -0.7237 0.6274 -1.4048
C 0.5285 1.1962 -1.7727
C 1.2572 1.0942 -0.4042
C 0.7306 -0.1378 0.1894
N 1.8767 -1.4021 -0.0572
C -0.5116 -0.4621 -0.5457
C -0.6407 -1.7699 -1.3236
H 0.8171 0.9437 3.3993
H 1.9193 -0.2491 2.9807
H 2.0132 1.2729 2.0576
H -1.1255 -0.1485 2.8286
H -0.9097 -1.7077 2.1169
H -3.8487 1.5164 -0.9107
H -1.8289 1.9544 -2.1942
H 0.4543 2.2849 -2.2497
H 0.9675 0.6447 -2.5314
H 2.3718 1.1699 -0.4588
H 0.9594 1.9302 0.2072
H 1.1901 -2.0714 -0.5800
H 2.1856 -1.8750 0.7753
H 2.7255 -0.9599 -0.5917
H 0.1194 -1.9040 -2.0521
H -1.6118 -1.7187 -1.9940
H -0.7760 -2.5774 -0.6267
*
```